The following is a quantum chemistry calculation of a structure of composition C18H28GdN3O8P2 in a non-equilibrium geometry, from the OMol25 dataset.

XYZ file:
```
60
Properties=species:S:1:pos:R:3
C -0.785 1.209 -5.146
C -0.803 0.684 -3.861
N 0.008 1.209 -2.944
C 0.862 2.204 -3.174
C 0.936 2.750 -4.447
C 0.099 2.245 -5.440
C -1.684 -0.504 -3.484
P -2.168 -0.630 -1.697
Gd 0.022 0.186 -0.765
P 2.145 1.562 -0.668
C 1.668 2.765 -1.994
O -0.515 -3.414 -3.868
O 0.637 -3.470 -1.402
H -1.452 0.796 -5.888
H 1.631 3.557 -4.635
H 0.136 2.661 -6.447
C -3.485 0.464 -1.357
C -2.554 -2.274 -1.299
H 2.590 3.246 -2.339
H 1.050 3.523 -1.480
H -1.157 -1.469 -3.705
H -2.620 -0.492 -4.060
C 2.336 2.418 0.840
C 3.594 0.707 -1.137
H 0.763 -2.477 -1.424
H 0.360 -3.650 -0.490
H -0.165 -3.602 -2.960
H 0.289 -3.308 -4.399
H -0.783 1.629 -0.171
H 0.940 -1.103 -1.637
H -4.345 0.081 -1.904
H -3.693 0.475 -0.278
H -3.258 1.492 -1.663
H -3.408 -2.549 -1.916
H -1.711 -2.953 -1.486
H -2.814 -2.329 -0.234
H 4.393 1.443 -1.160
H 3.819 -0.075 -0.397
H 3.480 0.220 -2.112
H 3.196 3.074 0.716
H 1.437 2.991 1.101
H 2.519 1.695 1.646
O -1.382 0.889 1.897
C -0.568 -0.023 2.122
O 0.117 -0.670 1.247
C -0.336 -0.392 3.592
C 0.564 -1.393 3.972
C 0.793 -1.636 5.348
C 0.145 -0.887 6.332
C -0.748 0.112 5.941
C -0.991 0.362 4.569
N -1.433 0.933 6.960
O -1.174 0.685 8.167
O -2.220 1.824 6.559
N 1.748 -2.692 5.749
O 2.313 -3.342 4.838
O 1.927 -2.864 6.982
H 1.085 -1.974 3.220
H 0.331 -1.071 7.378
H -1.682 1.153 4.293
```

Computed properties:
Electronic energy ... -2916.90090 a.u.
Charge ... 0
LUMO level (spin up / spin down) ... -1.058 / -1.058 eV
Spin multiplicity ... 8

Here are the Mulliken charges for atoms 1 to 5, given in e: atom 1 (C): -0.916, atom 2 (C): 0.595, atom 3 (N): 0.223, atom 4 (C): 0.760, atom 5 (C): -0.960